Entry 1:
This record from the Open Molecules 2025 dataset describes the molecule C16H20Si2. The level of theory is wB97M-V/def2-TZVPD.

Results
**SMILES**: C[Si]1(C)c2ccccc2[Si](C)(C)c2ccccc21
**Frontier orbital gap**: 9.78 eV

Cartesian coordinates (Å):
C: 0.82 -2.96 0.24
Si: 0.87 -1.19 0.82
C: 2.10 -0.78 2.25
C: 1.49 -0.16 -0.69
C: 2.78 -0.43 -1.11
C: 3.39 0.16 -2.25
C: 2.63 1.13 -2.95
C: 1.30 1.32 -2.59
C: 0.71 0.61 -1.51
Si: -0.93 1.12 -0.85
C: -2.00 0.70 -2.30
C: -1.13 2.90 -0.27
C: -1.65 0.16 0.60
C: -2.88 0.41 1.16
C: -3.25 -0.12 2.39
C: -2.38 -0.88 3.17
C: -1.13 -1.11 2.58
C: -0.80 -0.56 1.36
H: 0.37 -2.95 -0.79
H: 0.31 -3.79 0.78
H: 1.86 -3.21 0.03
H: 1.91 -1.40 3.10
H: 3.01 -1.10 1.74
H: 2.21 0.28 2.59
H: 3.25 -1.04 -0.42
H: 4.31 -0.28 -2.58
H: 2.90 1.56 -3.89
H: 0.75 2.10 -3.03
H: -2.81 0.14 -1.85
H: -2.39 1.64 -2.80
H: -1.52 -0.03 -2.89
H: -1.41 2.92 0.78
H: -0.11 3.33 -0.35
H: -1.78 3.42 -0.96
H: -3.62 0.98 0.50
H: -4.21 0.09 2.79
H: -2.59 -1.29 4.12
H: -0.39 -1.70 3.08

Entry 2:
This record from the Open Molecules 2025 dataset describes a structure of composition C3H6S2. The level of theory is wB97M-V/def2-TZVPD.

Results
**Energy above the lowest of the compared OMol25 structures with the same formula, charge and spin**: 140.0 kcal per mole
**Frontier orbital gap**: 7.20 eV

Cartesian coordinates (Å):
C: 0.47 0.55 -0.37
C: 0.25 -0.97 -0.44
C: -1.12 0.57 -0.01
H: 1.51 -0.88 1.44
H: 0.89 1.17 -1.15
H: 0.93 -1.47 -1.27
H: 0.11 -1.40 0.60
H: -1.08 0.12 1.17
H: -1.88 1.67 0.08
S: 1.29 1.18 1.16
S: -1.38 -0.54 -1.21

Entry 3:
This record from the Open Molecules 2025 dataset describes a cluster of 2 separate species, C5H15NOS in total. The level of theory is wB97M-V/def2-TZVPD.

Results
**Energy above the lowest of the compared OMol25 structures with the same formula, charge and spin**: 55.4 kcal per mole
**SMILES**: CCN[C@@H](C)CS.O
**Frontier orbital gap**: 9.51 eV

Cartesian coordinates (Å):
C: 0.81 0.41 -2.17
C: 0.91 -0.75 -1.19
N: 0.31 -0.25 0.08
C: -0.81 -0.96 0.62
C: -0.28 -2.15 1.61
C: -1.65 0.05 1.43
S: -1.76 1.75 0.33
H: -0.33 0.60 -2.18
H: 1.42 1.21 -2.04
H: 0.78 0.04 -3.23
H: 1.94 -1.07 -1.10
H: 0.29 -1.59 -1.69
H: 1.15 -0.24 0.74
H: -1.54 -1.20 -0.20
H: 0.44 -1.55 2.14
H: -1.10 -2.50 2.31
H: 0.16 -2.99 0.99
H: -2.64 -0.43 1.57
H: -1.30 0.40 2.36
H: -0.43 1.65 0.23
O: 1.45 3.01 -0.34
H: 0.55 2.87 -0.39
H: 1.62 3.73 0.13

Entry 4:
This record from the Open Molecules 2025 dataset describes a structure of composition C27H21BCrN11S2. The level of theory is wB97M-V/def2-TZVPD.

Results
**Multiplicity**: 2
**Frontier orbital gap (alpha / beta)**: 6.10 / 6.55 eV
**<S²>**: 0.8026

Cartesian coordinates (Å):
Cr: 0.47 0.01 -0.16
C: -3.59 0.27 1.23
C: -2.23 0.50 1.41
N: -1.58 0.35 0.25
N: -2.50 0.03 -0.68
C: -3.71 -0.02 -0.12
B: -2.19 -0.10 -2.18
N: -1.51 -1.42 -2.50
C: -2.06 -2.50 -3.08
C: -1.07 -3.42 -3.32
C: 0.09 -2.80 -2.84
N: -0.19 -1.60 -2.35
N: -1.19 1.00 -2.55
C: -1.29 1.91 -3.51
C: -0.06 2.54 -3.64
C: 0.74 1.92 -2.68
N: 0.04 1.00 -2.03
H: -4.37 0.33 1.96
H: -1.71 0.78 2.30
H: -4.58 -0.27 -0.70
H: -3.20 0.03 -2.79
H: -3.12 -2.55 -3.27
H: -1.16 -4.39 -3.77
H: 1.09 -3.17 -2.86
H: -2.20 2.06 -4.05
H: 0.21 3.34 -4.31
H: 1.77 2.11 -2.46
N: 3.22 1.68 -0.39
C: 3.35 0.39 -0.84
C: 4.60 0.05 -1.38
C: 4.84 -1.25 -1.78
C: 3.84 -2.19 -1.55
C: 2.63 -1.76 -1.04
N: 2.35 -0.49 -0.72
C: 2.22 2.39 0.24
C: 2.60 3.62 0.80
C: 1.65 4.43 1.38
C: 0.32 4.02 1.32
C: 0.03 2.81 0.74
N: 0.95 1.95 0.25
H: 4.09 2.19 -0.45
H: 5.35 0.82 -1.50
H: 5.78 -1.52 -2.22
H: 4.00 -3.23 -1.78
H: 1.85 -2.48 -0.83
H: 3.63 3.93 0.75
H: 1.92 5.36 1.85
H: -0.48 4.63 1.70
H: -0.99 2.49 0.64
S: 1.36 -0.22 2.15
C: 0.09 -1.11 2.92
C: -0.17 -0.93 4.27
C: -1.32 -1.46 4.83
C: -1.62 -1.22 6.19
N: -1.86 -1.00 7.29
C: -2.21 -2.21 4.03
C: -1.88 -2.49 2.71
C: -0.73 -1.95 2.14
S: -0.33 -2.25 0.48
C: -3.45 -2.62 4.56
N: -4.49 -2.90 4.96
H: 0.50 -0.34 4.87
H: -2.54 -3.09 2.10

Entry 5:
This record from the Open Molecules 2025 dataset describes a cluster of 2 separate species, C2H6NOS in total. The level of theory is wB97M-V/def2-TZVPD.

Results
**Total charge**: -1
**Energy above the lowest of the compared OMol25 structures with the same formula, charge and spin**: 23.5 kcal per mole
**Frontier orbital gap**: 6.93 eV

Cartesian coordinates (Å):
C: 2.10 0.11 0.15
S: 1.44 0.90 -1.43
H: 3.21 0.27 0.23
H: 1.70 0.56 1.05
H: 1.92 -0.99 0.16
C: -1.84 -0.45 0.54
N: -1.65 0.21 -0.62
O: -2.63 -1.38 0.68
H: -1.23 -0.09 1.39
H: -0.68 0.61 -0.82
H: -2.35 0.25 -1.35

Number 1: F_max 0.06114 hartree/bohr, E -32671.8301 eV. Number 2: F_max 0.13907 hartree/bohr, E -24872.6383 eV. Number 3: F_max 0.12002 hartree/bohr, E -19798.9341 eV. Number 4: F_max 0.04591 hartree/bohr, E -95501.6061 eV. Number 5: F_max 0.02905 hartree/bohr, E -16545.3097 eV.